The following is a quantum chemistry calculation of a 9-piece molecular cluster, C29H73Cl2NO10PS9 overall at a distorted geometry, from the Open Molecules 2025 dataset.

Atoms and positions in Å:
C  -3.24126  2.35347  -0.40542
C  -1.92978  3.10441  -0.61151
C  -0.97402  2.30206  -1.50111
C  0.38802  2.95831  -1.56827
C  1.46844  2.18311  -2.36123
C  0.93786  1.57447  -3.65688
P  2.23383  0.98831  -4.95527
C  3.43872  0.25025  -3.64686
C  4.59496  1.10864  -3.16292
C  5.69547  1.24883  -4.17234
O  6.01604  0.41368  -5.00027
O  6.40866  2.41204  -4.07613
N  3.09979  2.68643  -4.90995
C  2.54371  3.75319  -4.99180
S  1.78447  5.15457  -5.06832
C  1.05497  1.53190  -6.45816
Cl  -0.03488  0.10933  -6.87333
C  1.66259  1.93711  -7.81517
C  3.14870  2.17251  -7.95485
Cl  0.83269  3.48678  -8.39653
H  -3.84250  2.39972  -1.30423
H  -3.00559  1.30953  -0.25076
H  -3.79721  2.76291  0.42605
H  -2.13784  4.01233  -1.16537
H  -1.41728  3.31128  0.31906
H  -1.43448  2.26117  -2.48075
H  -0.91182  1.28070  -1.14052
H  0.27815  3.95621  -1.97890
H  0.74775  3.06592  -0.54904
H  2.24295  2.90832  -2.56459
H  1.83487  1.43195  -1.67808
H  0.23321  2.29053  -4.07179
H  0.36399  0.69676  -3.39705
H  3.14884  0.50129  -5.96342
H  1.60467  -0.31130  -4.96394
H  3.89280  -0.58887  -4.16143
H  2.90357  -0.19755  -2.82134
H  5.08326  0.58302  -2.33670
H  4.30438  2.06392  -2.74951
H  6.12535  2.84719  -3.26796
H  0.31258  2.25772  -6.18354
H  1.37310  1.23581  -8.57306
H  3.55157  2.92994  -7.30672
H  3.66555  1.23274  -7.83391
H  3.33282  2.48718  -8.97470
C  10.03586  3.96656  -0.59900
S  8.55770  3.66461  -1.57954
O  7.59560  2.93789  -0.71025
C  9.32376  2.45404  -2.66250
H  9.78005  4.67710  0.18419
H  10.37380  3.03145  -0.15247
H  10.81174  4.38867  -1.23731
H  9.71452  1.63036  -2.06373
H  10.12553  2.93397  -3.22455
H  8.56539  2.08996  -3.34915
C  -3.82118  -1.65052  2.95975
S  -2.61509  -1.93013  1.66685
O  -1.96181  -0.62827  1.36274
C  -3.80176  -2.24278  0.35429
H  -3.28132  -1.39389  3.86980
H  -4.49340  -0.83895  2.68760
H  -4.37942  -2.57318  3.12099
H  -4.44874  -1.37351  0.23410
H  -4.38875  -3.12713  0.60264
H  -3.24515  -2.41786  -0.56387
C  -4.09379  1.34174  5.66249
S  -5.56521  0.43668  5.17891
O  -5.83176  0.77060  3.75295
C  -6.71613  1.40904  6.15843
H  -3.24911  0.91824  5.12268
H  -4.20084  2.39425  5.40426
H  -3.93597  1.23096  6.73518
H  -6.65194  2.45636  5.86334
H  -6.47655  1.29343  7.21528
H  -7.71842  1.03192  5.96711
C  -0.67070  -4.91295  5.85196
S  -1.13019  -3.96409  4.39771
O  -2.19604  -4.73622  3.69592
C  0.39731  -4.23940  3.50766
H  -1.51765  -4.90134  6.53561
H  -0.43199  -5.93577  5.56254
H  0.19119  -4.44717  6.32819
H  0.55679  -5.30776  3.37670
H  1.22521  -3.80217  4.06443
H  0.31274  -3.75280  2.53723
C  -2.71533  0.52117  -9.75456
S  -3.23682  1.99978  -8.88011
O  -4.70871  2.12922  -9.07402
C  -2.45384  3.16235  -10.00184
H  -3.13295  -0.33701  -9.23329
H  -3.08827  0.55138  -10.77930
H  -1.62727  0.46194  -9.73826
H  -2.84539  3.01828  -11.00990
H  -1.37430  3.01221  -9.97825
H  -2.68683  4.16620  -9.65461
C  -6.89680  -4.58489  5.36008
S  -5.72591  -4.61791  6.72341
O  -5.21517  -3.23352  6.87848
C  -4.45448  -5.54398  5.85176
H  -7.76050  -4.00461  5.67688
H  -6.43371  -4.11270  4.49373
H  -7.20598  -5.60284  5.12245
H  -4.14944  -5.00736  4.95178
H  -4.83642  -6.53321  5.59829
H  -3.60232  -5.64444  6.51998
C  -1.28066  4.08476  8.45808
S  -1.84929  5.11404  7.09756
O  -2.89394  4.34172  6.38089
C  -0.34697  4.98115  6.12237
H  -2.09651  3.99602  9.17203
H  -1.01091  3.09792  8.08167
H  -0.42443  4.55860  8.93797
H  -0.14296  3.93280  5.90561
H  0.48203  5.42858  6.67077
H  -0.50482  5.52279  5.19275
C  3.10474  -9.18028  4.75873
S  3.01186  -7.52072  4.07652
O  2.00439  -6.77878  4.88123
C  2.21397  -7.99001  2.53748
H  3.53937  -9.10770  5.75305
H  2.10326  -9.60545  4.82382
H  3.74201  -9.79628  4.12463
H  1.27223  -8.49521  2.75214
H  2.87819  -8.64143  1.97020
H  2.02290  -7.08233  1.96916

As for the net charge: -1. The HOMO energy is -4.51 eV. For the frontier orbital gap, the calculation gives 6.0 eV. Its multiplicity is 1. The calculation puts the molar mass at 986.38 g/mol.

Löwdin atomic charge list, values in e, 4 entries: C -0.108; C -0.265; C -0.243; C -0.215

The following is a quantum chemistry calculation of C39H31BiN3O4PS2 as an isolated structure at a distorted geometry, from the Open Molecules 2025 dataset.

Atoms and positions in Å:
Bi  0.10259  1.60006  1.09524
S  -0.58016  0.81865  3.45306
C  0.96697  -0.01727  4.00994
C  0.80181  -0.73937  5.16581
C  1.76986  -1.59149  5.66657
C  1.50345  -2.26683  6.91227
N  1.29553  -2.79543  7.90506
C  2.95811  -1.76081  4.96688
C  3.12947  -1.04450  3.82788
C  2.16743  -0.14389  3.32157
S  2.46924  0.58283  1.76858
C  4.09872  -2.59156  5.44579
N  4.95363  -3.25195  5.85297
H  -0.06186  -0.65592  5.74000
H  4.04834  -1.20749  3.26178
C  3.33518  2.81423  -0.73210
C  3.05778  1.84273  -1.86940
C  4.05126  2.21995  -2.89261
C  1.55575  1.86242  -2.32089
C  1.34640  1.50287  -3.79973
O  0.26630  0.55038  -3.78478
C  0.03215  0.29739  -2.51062
N  0.67234  0.92759  -1.59923
C  -0.97960  -0.79573  -2.38920
C  -1.39390  -1.43625  -3.57819
C  -2.27850  -2.50549  -3.59272
C  -2.84086  -2.92192  -2.35073
C  -2.44754  -2.29565  -1.14278
C  -1.48202  -1.30921  -1.18918
P  -1.04022  -0.82390  0.52609
C  0.15807  -2.14038  0.95617
C  0.21585  -2.55526  2.28237
C  1.08345  -3.54874  2.72310
C  2.03745  -4.02876  1.81952
C  2.00278  -3.59283  0.51778
C  1.03319  -2.69716  0.05284
C  -2.50470  -1.08903  1.55125
C  -3.38302  -0.04233  1.70654
C  -4.54439  -0.17332  2.45530
C  -4.85380  -1.40628  3.03842
C  -4.00970  -2.49663  2.80895
C  -2.82678  -2.35984  2.11073
H  4.26741  2.58910  -0.17640
H  2.51498  2.83607  0.00708
H  3.37014  3.77380  -1.17908
H  3.26315  0.84298  -1.55090
H  3.81778  3.19359  -3.26162
H  4.15558  1.54704  -3.77004
H  4.99820  2.23276  -2.40554
H  1.25000  2.86069  -2.14051
H  2.14842  0.93870  -4.23281
H  1.05894  2.32725  -4.42949
H  -0.95670  -1.16702  -4.50428
H  -2.54362  -2.95878  -4.53907
H  -3.61079  -3.67301  -2.41259
H  -2.87892  -2.70186  -0.23876
H  -0.47947  -2.23026  3.04082
H  0.91665  -3.88273  3.76395
H  2.78915  -4.70781  2.10284
H  2.58824  -4.06974  -0.28443
H  1.00980  -2.40118  -0.98495
H  -3.08969  0.86914  1.24070
H  -5.08385  0.69220  2.64346
H  -5.75251  -1.58236  3.64952
H  -4.27095  -3.44634  3.20626
H  -2.08322  -3.12107  1.97378
O  -2.71712  1.45785  -2.60243
C  -2.15428  2.63736  -3.01218
C  -2.01244  2.86116  -4.37816
C  -1.35141  3.98754  -4.82864
C  -0.84171  4.92052  -3.93568
C  -0.90034  4.66178  -2.58825
C  -1.57013  3.54533  -2.07289
C  -1.54409  3.27560  -0.62474
O  -1.05426  4.10054  0.17160
O  -1.91890  2.08148  -0.23864
H  -2.57063  1.50535  -1.57450
H  -2.51936  2.15175  -4.98728
H  -1.33740  4.17460  -5.87836
H  -0.30697  5.79827  -4.26096
H  -0.48566  5.34576  -1.89714

As for the net charge: 0. The HOMO energy is -8.24 eV. For the frontier orbital gap, the calculation gives 7.8 eV. Its multiplicity is 1. The calculation puts the molar mass at 909.78 g/mol.

Löwdin atomic charge list, values in e, 4 entries: Bi 1.366; S 0.509; C -0.613; C -0.093

- The lowest frontier orbital gap belongs to which entry?
  C29H73Cl2NO10PS9

- frontier orbital gap of number 1 (C29H73Cl2NO10PS9)?
  6.0 eV

- Which formula does entry 1 have?
  C29H73Cl2NO10PS9

- What is the net charge in the first record?
  -1